(1)
The following is a DFT calculation (ωB97M-V/def2-TZVPD) of a molecular structure, C29H62NO12Zn2 in a non-equilibrium geometry.

Last column: Löwdin charge in e.
CARTESIAN COORDINATES (ANGSTROEM)
Zn: 1.218 -2.316 -0.944  0.889
Zn: -1.433 5.108 -0.420  0.991
C: -0.289 -5.403 2.094  -0.039
C: 1.024 -4.771 2.673  -0.450
C: 1.397 -5.882 3.746  -0.140
C: 2.777 -5.740 4.363  -0.196
C: 3.786 -5.718 3.263  -0.165
C: 3.543 -4.660 2.150  -0.465
N: 2.157 -4.655 1.674  -0.113
O: 1.953 -3.932 0.378  -0.324
C: 4.628 -5.030 1.049  -0.039
C: 3.891 -3.205 2.676  -0.039
C: 0.761 -3.472 3.390  -0.049
H: -0.214 -6.180 1.333  0.081
H: -0.684 -4.658 1.404  0.045
H: -1.060 -5.759 2.779  0.083
H: 1.473 -6.857 3.266  0.119
H: 0.600 -5.896 4.489  0.112
H: 3.127 -6.599 4.936  0.120
H: 2.927 -4.756 4.807  0.099
H: 4.182 -6.644 2.848  0.120
H: 4.555 -5.155 3.791  0.109
H: 5.637 -4.908 1.445  0.076
H: 4.537 -4.312 0.235  0.055
H: 4.471 -6.039 0.667  0.078
H: 3.402 -2.362 2.186  0.046
H: 4.941 -2.989 2.481  0.067
H: 3.754 -3.095 3.752  0.062
H: -0.053 -3.527 4.113  0.089
H: 0.509 -2.722 2.641  0.061
H: 1.605 -3.071 3.952  0.068
C: -0.335 1.290 0.661  0.027
C: -0.032 0.266 -0.154  -0.313
C: 0.160 0.432 -1.708  -0.279
O: 0.512 -0.580 -2.481  -0.059
C: -0.188 1.613 -2.306  0.027
C: -0.845 2.697 -1.525  -0.252
C: -0.704 2.546 0.060  -0.256
O: -0.918 3.582 0.716  -0.047
O: -1.399 3.741 -1.916  -0.046
O: 0.317 -0.818 0.428  -0.029
H: -0.297 1.206 1.737  0.103
H: -0.147 1.840 -3.361  0.108
C: 3.505 0.293 0.922  -0.051
C: 4.121 -0.666 -0.138  -0.237
O: 3.158 -1.256 -1.021  -0.108
H: 2.944 -0.326 1.622  0.054
H: 2.810 1.055 0.570  0.068
H: 4.312 0.740 1.503  0.084
H: 4.850 -1.378 0.249  0.114
H: 4.736 -0.039 -0.783  0.112
H: 3.550 -1.212 -1.896  0.105
C: -3.355 6.002 -3.763  -0.033
C: -2.031 6.472 -3.218  -0.289
O: -1.962 6.393 -1.844  -0.111
H: -4.107 6.244 -3.013  0.086
H: -3.305 4.929 -3.947  0.070
H: -3.606 6.481 -4.710  0.093
H: -1.912 7.544 -3.374  0.135
H: -1.236 5.883 -3.675  0.112
H: -2.240 7.283 -1.616  0.131
C: -3.929 4.164 2.360  -0.050
C: -4.427 4.886 1.059  -0.233
O: -3.556 4.639 -0.032  -0.121
H: -3.153 4.756 2.845  0.069
H: -3.487 3.169 2.300  0.075
H: -4.732 4.196 3.097  0.080
H: -4.519 5.966 1.180  0.121
H: -5.358 4.410 0.750  0.123
H: -4.080 4.063 -0.592  0.115
C: 0.318 0.427 4.608  -0.069
C: -0.885 -0.370 4.164  -0.351
O: -1.881 0.420 3.619  -0.073
H: 1.023 -0.241 5.103  0.074
H: 0.035 1.074 5.438  0.081
H: 0.795 0.817 3.709  0.063
H: -1.303 -0.861 5.043  0.120
H: -0.648 -1.131 3.420  0.086
H: -1.654 0.677 2.722  0.037
C: -3.057 0.230 -4.794  -0.078
C: -3.809 0.910 -3.712  -0.345
O: -3.335 2.212 -3.605  -0.079
H: -3.329 0.729 -5.724  0.086
H: -3.339 -0.802 -5.002  0.079
H: -1.982 0.232 -4.611  0.076
H: -3.722 0.372 -2.768  0.093
H: -4.888 0.972 -3.857  0.122
H: -2.379 2.131 -3.606  0.036
C: -2.663 -2.344 -1.927  -0.073
C: -1.976 -3.173 -0.894  -0.260
O: -0.560 -3.277 -1.159  -0.111
H: -2.733 -2.730 -2.944  0.087
H: -2.185 -1.364 -1.919  0.059
H: -3.706 -2.225 -1.633  0.089
H: -2.527 -4.074 -0.626  0.129
H: -2.061 -2.728 0.098  0.119
H: -0.444 -4.074 -1.682  0.118
C: 1.334 3.958 -5.201  -0.075
C: 1.993 4.630 -4.018  -0.312
O: 1.409 5.913 -3.811  -0.086
H: 0.257 3.882 -5.045  0.064
H: 1.848 3.026 -5.436  0.082
H: 1.415 4.535 -6.122  0.080
H: 3.081 4.641 -4.088  0.111
H: 1.848 4.136 -3.057  0.095
H: 1.471 6.174 -2.889  0.074

Computed properties:
charge = +1
E_tot = -153962.1091 eV
largest force on an atom = 5.3 eV/Å
HOMO = -7.63 eV


(2)
The following is a DFT calculation (ωB97M-V/def2-TZVPD) of a molecular structure, C6H12B2Br3O3 in a non-equilibrium geometry.

Last column: natural (NBO) charge in e.
CARTESIAN COORDINATES (ANGSTROEM)
C: -0.042 -3.061 -1.748  -0.535
C: 0.849 -2.687 -0.768  -0.277
B: 0.455 -1.509 0.329  0.143
O: -1.026 -1.631 0.612  -0.928
C: 1.267 -1.880 1.735  -0.723
C: 2.022 -0.760 2.319  0.461
O: 3.121 -0.370 1.976  -0.605
B: 0.837 0.053 -0.316  0.809
C: 0.063 1.401 0.063  -1.015
O: 1.859 0.166 -1.249  -0.897
H: -0.535 -4.034 -1.765  0.169
H: -0.270 -2.365 -2.556  0.173
H: 1.816 -3.204 -0.686  0.163
H: -1.498 -1.083 -0.016  0.451
H: 1.941 -2.734 1.607  0.221
H: 0.506 -2.188 2.459  0.219
H: 1.535 -0.238 3.174  0.073
H: -0.029 1.536 1.141  0.229
H: -0.943 1.316 -0.359  0.220
H: 0.538 2.278 -0.397  0.181
H: 2.250 1.048 -1.229  0.461
C: -3.035 4.058 -0.916  -0.502
Br: -2.208 5.097 0.478  0.082
Br: -1.797 3.662 -2.330  0.101
Br: -3.854 2.464 -0.220  0.104
H: -3.823 4.663 -1.338  0.218

Computed properties:
charge = -1
energy above the lowest of the compared OMol25 structures with the same formula, charge and spin = 0.0 kJ/mol
E_tot = -224038.8790 eV
largest force on an atom = 1.9 eV/Å
HOMO = -2.69 eV


(3)
The following is a DFT calculation (ωB97M-V/def2-TZVPD) of C5H7N5O2 in the gas phase in a non-equilibrium geometry.

Last column: natural (NBO) charge in e.
CARTESIAN COORDINATES (ANGSTROEM)
O: -1.320 -2.013 -2.432  -0.621
O: 1.410 -1.894 1.084  -0.541
N: 1.151 0.140 1.895  -0.581
N: -0.367 1.496 0.759  -0.595
C: -0.082 -1.930 -2.514  0.502
C: 0.830 -0.883 0.968  0.628
C: 0.495 1.148 1.721  0.574
C: -0.688 0.616 -0.084  0.518
N: 0.870 2.114 2.512  -0.759
N: -1.672 1.227 -0.865  -0.764
N: 0.497 -1.284 -1.436  -0.599
C: -0.205 -0.853 -0.147  -0.201
H: 0.502 -2.698 -3.115  0.167
H: 1.849 1.959 2.768  0.414
H: 0.493 2.912 2.091  0.387
H: -1.930 2.148 -0.603  0.407
H: -2.273 0.645 -1.333  0.390
H: 1.474 -1.406 -1.461  0.402
H: -1.034 -1.446 0.192  0.271

Computed properties:
structure (SMILES) = NC1=NC(=O)[C@H](NC=O)C(N)=N1
energy above the lowest of the compared OMol25 structures with the same formula, charge and spin = 241.8 kJ/mol
E_tot = -16842.3213 eV
largest force on an atom = 7.8 eV/Å
HOMO = -9.48 eV


(4)
The following is a DFT calculation (ωB97M-V/def2-TZVPD) of C3H5NO in the gas phase in a non-equilibrium geometry.

Last column: natural (NBO) charge in e.
CARTESIAN COORDINATES (ANGSTROEM)
C: 0.646 0.399 -0.820  0.456
C: -0.670 0.643 0.848  0.044
C: -0.294 -0.668 1.103  -0.552
O: -0.106 -0.255 -1.748  -0.655
N: 0.091 1.307 -0.027  -0.525
H: 0.452 -0.820 -2.294  0.486
H: 1.687 0.548 -1.120  0.149
H: -1.567 1.123 1.233  0.192
H: -0.984 -1.386 1.531  0.197
H: 0.745 -0.892 1.295  0.206

Computed properties:
structure (SMILES) = C=C/N=C\O
energy above the lowest of the compared OMol25 structures with the same formula, charge and spin = 304.4 kJ/mol
E_tot = -6726.4175 eV
largest force on an atom = 2.6 eV/Å
HOMO (spin up / spin down) = -7.91 / -7.91 eV


(5)
The following is a DFT calculation (ωB97M-V/def2-TZVPD) of C17H17N3 in the gas phase.

Last column: natural (NBO) charge in e.
CARTESIAN COORDINATES (ANGSTROEM)
C: -3.543 -0.376 -1.654  -0.377
C: -2.423 0.018 -1.078  -0.193
C: -1.413 0.919 -1.733  -0.257
N: -0.065 0.477 -1.490  -0.391
C: 0.877 0.988 -0.633  0.555
N: 2.049 0.423 -0.752  -0.520
C: 1.906 -0.532 -1.726  0.088
C: 2.823 -1.434 -2.248  -0.211
C: 2.382 -2.300 -3.229  -0.230
C: 1.065 -2.280 -3.686  -0.212
C: 0.136 -1.392 -3.177  -0.272
C: 0.574 -0.521 -2.196  0.164
H: -0.886 -1.387 -3.526  0.215
H: 0.764 -2.977 -4.455  0.210
H: 3.072 -3.013 -3.656  0.211
H: 3.841 -1.449 -1.893  0.221
N: 0.649 2.070 0.190  -0.618
H: 1.541 2.370 0.568  0.399
C: -0.364 2.026 1.230  -0.250
C: -0.065 1.130 2.416  0.038
C: -0.974 1.110 3.469  -0.249
C: -0.753 0.312 4.575  -0.191
C: 0.382 -0.479 4.643  -0.223
C: 1.288 -0.466 3.598  -0.195
C: 1.069 0.335 2.488  -0.260
H: 1.785 0.321 1.681  0.238
H: 2.174 -1.082 3.641  0.215
H: 0.557 -1.104 5.507  0.213
H: -1.467 0.307 5.386  0.211
H: -1.860 1.728 3.416  0.206
H: -1.316 1.715 0.795  0.203
H: -0.491 3.055 1.589  0.214
H: -1.581 0.940 -2.816  0.216
H: -1.507 1.945 -1.360  0.229
H: -2.168 -0.315 -0.081  0.206
H: -4.245 -1.018 -1.152  0.206
H: -3.809 -0.064 -2.651  0.191

Computed properties:
structure (SMILES) = C=CCn1c(NCc2ccccc2)nc2ccccc21
energy above the lowest of the compared OMol25 structures with the same formula, charge and spin = 116.0 kJ/mol
E_tot = -22375.2695 eV
largest force on an atom = 0.7 eV/Å
HOMO = -7.92 eV


(6)
The following is a DFT calculation (ωB97M-V/def2-TZVPD) of 2 unconnected molecules or ions with the total composition CH4O2S in a non-equilibrium geometry.

Last column: natural (NBO) charge in e.
CARTESIAN COORDINATES (ANGSTROEM)
C: 1.054 0.508 -0.002  -0.726
O: -1.078 -1.374 -0.001  -0.878
O: -2.822 0.357 0.294  -0.799
S: -1.446 0.204 -0.278  1.322
H: 1.430 1.373 0.645  0.205
H: 1.626 -0.405 0.152  0.171
H: 1.310 0.777 -1.025  0.187
H: -0.074 -1.440 0.215  0.517

Computed properties:
energy above the lowest of the compared OMol25 structures with the same formula, charge and spin = 363.1 kJ/mol
E_tot = -16028.3119 eV
largest force on an atom = 2.6 eV/Å
HOMO (spin up / spin down) = -8.87 / -9.55 eV


(7)
The following is a DFT calculation (ωB97M-V/def2-TZVPD) of 2 unconnected molecules or ions with the total composition ClIO in a non-equilibrium geometry.

Last column: natural (NBO) charge in e.
CARTESIAN COORDINATES (ANGSTROEM)
O: 0.010 -0.319 -0.129  -0.468
Cl: -0.031 0.451 1.200  0.471
I: 0.038 1.591 -3.065  -0.003

Computed properties:
energy above the lowest of the compared OMol25 structures with the same formula, charge and spin = 200.4 kJ/mol
E_tot = -22664.8212 eV
largest force on an atom = 1.6 eV/Å
HOMO (spin up / spin down) = -8.85 / -8.83 eV


(8)
The following is a DFT calculation (ωB97M-V/def2-TZVPD) of 2 unconnected molecules or ions with the total composition C6H9N3O in a non-equilibrium geometry.

Last column: natural (NBO) charge in e.
CARTESIAN COORDINATES (ANGSTROEM)
C: -0.595 1.267 -2.604  0.139
C: 0.361 2.065 -0.886  0.189
C: 0.810 -1.133 0.801  0.019
C: -0.089 0.030 0.477  0.482
C: 1.976 -1.424 -0.083  -0.671
C: -2.380 -0.354 1.945  -0.506
N: 0.032 2.381 -2.106  -0.471
N: -0.714 0.282 -1.752  -0.253
N: -0.149 0.805 -0.638  -0.278
O: 0.867 0.198 1.428  -0.485
H: -0.728 1.106 -3.655  0.204
H: 0.790 2.676 -0.047  0.231
H: 0.524 -1.813 1.605  0.213
H: 1.919 -0.933 -1.073  0.237
H: 2.130 -2.546 -0.164  0.236
H: 3.046 -1.259 0.481  0.236
H: -3.072 0.405 1.880  0.164
H: -1.938 -0.563 2.853  0.161
H: -2.789 -1.191 1.537  0.156

Computed properties:
energy above the lowest of the compared OMol25 structures with the same formula, charge and spin = 620.8 kJ/mol
E_tot = -12879.5100 eV
largest force on an atom = 3.7 eV/Å
HOMO (spin up / spin down) = -8.04 / -8.91 eV